1.
28
Properties=species:S:1:pos:R:3:forces:R:3:lowdin_charge:R:1 method="wB97M-V/def2-TZVPD" fmax_ev_per_a=5.3 de_lowest_ev=0.3046 charge=+1 energy_ha=-3524.96845 homo_energy_ev=-12.24
C -0.579 -1.706 -1.175 -0.2 -0.1 -0.2 -0.08
C -2.354 -0.069 -0.872 0.0 -0.1 -0.2 -0.06
C -1.455 -2.504 -1.903 -0.1 -0.1 -0.1 -0.11
C -3.222 -0.878 -1.594 0.0 0.0 0.0 -0.09
C -1.075 -0.520 -0.715 2.4 2.0 2.7 -0.05
C -2.766 -2.089 -2.097 -0.1 -0.2 -0.2 -0.66
C -1.137 2.549 1.593 0.3 1.2 -1.0 -0.42
C 0.123 0.650 0.562 -2.7 -0.7 -4.6 -0.61
C 3.889 0.155 0.713 -0.1 0.0 0.0 -0.06
C 2.562 0.787 1.075 0.7 0.3 0.3 -0.19
N -1.090 1.326 2.291 -0.5 -0.3 1.3 0.02
N -0.440 0.419 1.810 0.5 -1.3 1.0 0.03
N 1.452 0.067 0.372 0.2 0.0 0.3 0.04
S -0.089 2.380 0.078 0.0 -0.5 0.4 0.95
Br -3.958 -3.217 -3.055 0.2 0.3 0.2 0.78
H 0.429 -2.056 -1.009 0.1 0.0 0.0 0.10
H -2.694 0.868 -0.466 0.0 0.2 0.1 0.11
H -1.118 -3.451 -2.293 0.0 -0.1 -0.1 0.11
H -4.246 -0.574 -1.743 -0.1 0.0 -0.1 0.11
H -2.162 2.789 1.313 0.0 0.0 0.0 0.09
H -0.760 3.349 2.232 -0.1 -0.1 0.1 0.09
H 3.938 -0.881 1.035 0.0 -0.2 0.0 0.09
H 4.071 0.209 -0.358 0.1 0.0 -0.1 0.09
H 4.692 0.690 1.212 0.0 0.1 0.0 0.10
H 2.530 1.833 0.759 -0.2 -0.2 0.1 0.11
H 2.373 0.733 2.149 -0.2 0.0 -0.1 0.14
H 1.420 -0.902 0.717 -0.1 0.1 -0.2 0.18
H 1.667 0.043 -0.633 -0.2 -0.1 0.2 0.18


2.
62
Properties=species:S:1:pos:R:3:forces:R:3:lowdin_spin:R:1 method="wB97M-V/def2-TZVPD" fmax_ev_per_a=0.7 s2=6.035 multiplicity=5 charge=-1 energy_ha=-4504.76218 homo_energy_ev="-4.23 / -4.63"
Co -0.073 -0.206 -0.249 0.6 0.4 -0.1 2.83
S 2.981 0.820 0.201 0.1 -0.1 0.1 0.04
C 3.541 -0.397 -0.974 -0.1 0.1 0.0 0.01
C 4.912 -0.295 -1.223 0.1 0.0 0.0 0.00
C 5.571 -1.161 -2.074 0.0 0.0 0.0 0.01
C 4.836 -2.146 -2.722 0.0 0.0 0.0 0.00
C 3.481 -2.251 -2.485 0.0 0.0 0.0 0.01
C 2.791 -1.408 -1.597 0.1 0.0 -0.1 0.01
S 1.093 -1.809 -1.388 -0.1 0.0 0.1 0.11
H 5.463 0.499 -0.734 0.0 0.0 0.0 0.00
H 6.635 -1.055 -2.242 0.0 0.0 0.0 0.00
H 5.314 -2.830 -3.413 0.0 0.0 0.0 0.00
H 2.905 -3.020 -2.985 0.0 0.0 0.0 0.00
N 1.111 2.645 -0.233 0.2 0.0 0.0 0.01
C 1.322 1.392 -0.295 -0.6 -0.2 -0.1 0.10
H 1.976 3.170 -0.049 -0.1 0.1 0.0 0.01
O -1.660 -1.652 -0.036 0.1 -0.2 0.1 0.04
N -2.919 -1.596 0.059 -0.2 0.1 0.0 0.01
C -3.443 -2.091 1.171 0.1 0.1 -0.2 0.01
C -2.628 -2.562 2.236 0.2 -0.3 0.1 0.00
N -1.948 -2.936 3.090 0.0 0.1 0.0 0.00
C -4.855 -2.095 1.320 -0.3 0.0 0.0 0.00
N -5.998 -2.117 1.459 0.0 0.0 0.0 0.00
N -0.265 -0.126 1.771 -0.2 0.0 0.2 0.06
S 0.846 0.382 2.784 0.0 0.0 0.0 0.01
C 0.029 0.625 4.355 0.0 0.0 0.0 0.00
C -0.639 -0.423 4.979 0.1 0.0 -0.1 0.00
C -1.307 -0.178 6.165 0.0 0.0 0.0 0.00
C -1.299 1.098 6.722 0.0 0.0 0.0 0.00
C -0.631 2.135 6.091 0.0 0.0 0.0 0.00
C 0.036 1.901 4.895 0.0 0.0 0.0 0.00
C 1.884 -1.017 3.225 0.0 0.0 0.0 0.00
C 1.903 -2.109 2.376 0.0 0.0 0.0 0.00
C 2.761 -3.163 2.662 0.0 0.0 0.0 0.00
C 3.587 -3.112 3.773 0.0 0.0 0.0 0.00
C 3.564 -2.002 4.610 0.0 0.0 0.0 0.00
C 2.713 -0.946 4.336 0.0 0.0 0.0 0.00
H -0.810 -0.889 2.171 0.1 -0.1 -0.1 0.00
H -0.648 -1.412 4.536 0.0 0.0 0.0 0.00
H -1.839 -0.982 6.657 0.0 0.0 0.0 0.00
H -1.824 1.281 7.650 0.0 0.0 0.0 0.00
H -0.632 3.128 6.521 0.0 0.0 0.0 0.00
H 0.551 2.701 4.377 0.0 0.0 0.0 0.00
H 1.272 -2.134 1.494 0.0 0.0 0.0 0.00
H 2.783 -4.019 2.001 0.0 0.0 0.0 0.00
H 4.254 -3.936 3.989 0.0 0.0 0.0 0.00
H 4.211 -1.961 5.477 0.0 0.0 0.0 0.00
H 2.689 -0.079 4.987 0.0 0.0 0.0 0.00
Cl 0.399 1.060 -7.094 0.0 0.0 0.0 0.02
C -0.159 1.064 -5.440 0.0 0.0 0.0 0.09
C -1.001 0.050 -5.006 0.0 0.0 0.0 -0.01
C -1.441 0.059 -3.698 0.0 0.0 0.0 0.08
C -1.054 1.076 -2.806 0.0 -0.1 0.0 0.03
C -1.504 1.052 -1.445 -0.4 0.3 -0.1 0.42
C -0.195 2.084 -3.280 0.0 -0.1 0.0 0.08
C 0.248 2.080 -4.588 0.0 0.0 0.0 -0.01
H -1.293 -0.738 -5.686 0.0 0.0 0.0 0.00
H -2.076 -0.741 -3.338 0.0 0.0 0.0 0.00
H -2.388 0.457 -1.236 0.1 -0.1 0.1 0.02
H -1.367 1.942 -0.839 0.1 0.0 0.0 0.02
H 0.133 2.853 -2.595 0.0 0.0 0.0 0.00
H 0.912 2.853 -4.952 0.0 0.0 0.0 0.00


3.
64
Properties=species:S:1:pos:R:3:forces:R:3:lowdin_charge:R:1 method="wB97M-V/def2-TZVPD" fmax_ev_per_a=1.4 de_lowest_ev=0.0000 charge=+1 energy_ha=-6398.74203 homo_energy_ev=-10.21
Zn 0.038 -18.291 2.030 0.1 -0.5 0.2 0.44
C -3.329 -19.259 0.530 0.3 -0.5 0.3 -0.02
C -2.716 -20.043 1.679 0.0 -0.2 0.8 -0.32
C -3.358 -21.115 2.309 -0.2 0.3 -0.3 -0.05
C -2.745 -21.774 3.388 0.3 0.4 -0.1 -0.06
C -1.519 -21.347 3.863 0.2 0.3 -0.6 -0.02
C -0.881 -20.251 3.207 -0.7 -0.2 -0.1 -0.45
N -1.523 -19.625 2.144 -0.1 -0.7 0.3 0.03
N 0.302 -19.694 3.505 0.2 0.5 -0.5 -0.10
Si 1.571 -20.187 4.601 -0.6 -0.1 -0.7 0.38
C 3.103 -19.288 4.009 0.1 -0.3 0.2 -0.16
C 1.735 -22.044 4.455 0.3 -0.3 0.0 -0.17
C 1.210 -19.660 6.332 -0.2 0.0 0.4 -0.17
H -3.428 -19.895 -0.359 0.1 0.2 0.2 0.09
H -2.717 -18.383 0.294 -0.1 -0.2 0.0 0.07
H -4.330 -18.933 0.801 -0.1 0.1 0.0 0.08
H -4.360 -21.408 1.998 0.3 0.0 -0.1 0.11
H -3.242 -22.625 3.855 0.1 0.2 -0.1 0.12
H -0.990 -21.844 4.667 -0.2 0.0 0.0 0.09
H 2.879 -18.667 3.147 0.0 0.1 -0.2 0.00
H 3.878 -20.005 3.722 0.0 0.1 0.0 0.04
H 3.509 -18.637 4.785 0.1 0.0 0.0 0.03
H 1.394 -22.381 3.473 0.0 0.1 0.0 0.03
H 1.182 -22.627 5.198 0.0 0.2 0.0 0.03
H 2.783 -22.342 4.538 0.0 0.0 0.1 0.03
H 1.113 -18.575 6.389 0.0 0.1 0.0 0.02
H 2.027 -19.945 6.993 0.1 0.0 0.1 0.04
H 0.295 -20.101 6.740 0.0 0.0 -0.1 0.04
C 2.610 -20.207 0.355 0.0 0.4 0.0 -0.37
S 0.965 -19.634 -0.134 -0.1 -0.3 0.1 0.73
C 0.108 -21.237 -0.165 -0.2 0.2 -0.1 -0.35
H 2.572 -20.626 1.359 0.1 -0.1 -0.1 0.03
H 3.250 -19.319 0.352 0.0 -0.2 0.0 0.04
H 2.990 -20.923 -0.380 -0.1 0.1 0.2 0.05
H 0.683 -21.931 -0.782 -0.1 0.1 0.0 0.05
H -0.882 -21.079 -0.607 0.3 0.0 0.0 0.04
H -0.023 -21.649 0.832 0.1 0.0 0.2 0.04
Br 3.873 -13.719 0.955 0.0 -0.1 0.4 0.74
C 3.422 -14.503 2.626 -0.1 -0.2 0.0 -0.72
C 4.144 -14.134 3.766 -0.1 -0.1 -0.5 -0.11
C 3.832 -14.675 5.003 -0.2 -0.1 0.1 -0.06
C 2.780 -15.578 5.115 -0.2 -0.2 0.0 -0.07
C 2.071 -15.971 3.981 -0.4 0.0 0.0 -0.16
C 2.385 -15.442 2.739 0.2 0.5 -0.2 -0.63
I 1.234 -15.975 1.008 0.5 -0.1 0.6 1.10
H 4.953 -13.418 3.659 -0.1 -0.1 0.0 0.11
H 4.403 -14.382 5.882 -0.1 0.0 -0.2 0.12
H 2.476 -15.996 6.078 0.3 0.2 -0.3 0.12
H 1.226 -16.657 4.068 0.3 0.1 0.1 0.08
C -3.249 -15.381 2.293 0.4 -0.2 0.5 0.00
N -3.145 -16.062 3.613 0.3 0.1 -0.6 -0.12
C -4.234 -15.810 4.570 0.1 -0.1 0.0 -0.03
C -2.062 -16.817 3.894 0.2 0.5 0.4 -0.41
C -2.004 -17.451 5.299 0.1 -0.2 -1.0 0.04
O -1.092 -16.902 3.086 -1.2 0.3 0.7 -0.17
H -3.511 -14.321 2.413 0.2 -0.3 0.2 0.10
H -4.013 -15.857 1.681 -0.1 -0.1 0.0 0.09
H -2.277 -15.476 1.799 -0.3 0.1 0.1 0.07
H -5.084 -15.378 4.040 0.2 0.0 0.0 0.09
H -3.939 -15.120 5.374 0.0 -0.2 -0.3 0.10
H -4.590 -16.737 5.010 0.1 0.0 0.1 0.09
H -1.906 -16.676 6.059 0.0 0.1 0.0 0.10
H -1.139 -18.118 5.337 -0.1 0.2 0.0 0.06
H -2.898 -18.046 5.510 0.1 0.2 -0.1 0.09


4.
15
Properties=species:S:1:pos:R:3:forces:R:3:lowdin_charge:R:1 method="wB97M-V/def2-TZVPD" fmax_ev_per_a=0.4 de_lowest_ev=1.3431 smiles="CC(C)=C(N)O" energy_ha=-287.78309 homo_energy_ev=-7.53
C -0.781 1.093 1.071 0.0 0.1 0.0 -0.07
C 0.124 0.249 0.209 -0.1 -0.2 -0.1 -0.32
C 1.421 -0.222 0.803 0.0 -0.1 0.0 -0.08
C -0.333 -0.262 -0.948 0.2 0.0 0.3 -0.44
O -1.273 0.374 -1.718 -0.1 0.1 0.0 0.04
N 0.068 -1.472 -1.499 0.0 0.0 -0.1 0.13
H -1.071 0.484 1.942 0.1 0.2 -0.1 0.08
H -1.715 1.358 0.565 0.2 0.0 0.1 0.07
H -0.322 2.007 1.464 0.0 -0.1 -0.1 0.07
H -1.079 1.314 -1.602 -0.3 -0.2 -0.1 0.11
H 2.084 -0.609 0.021 -0.1 0.0 0.2 0.07
H 1.934 0.628 1.275 -0.1 -0.2 0.0 0.07
H 1.301 -0.995 1.576 0.0 0.1 -0.1 0.08
H 0.085 -2.226 -0.825 0.1 0.1 -0.2 0.10
H -0.445 -1.723 -2.334 0.1 0.1 0.0 0.09


The molar mass results, record by record, are as follows: 287.2 647.1 676.9 87.1 g/mol.